Entry 1:
33
Properties=species:S:1:pos:R:3:mulliken_charge:R:1 method="wB97M-V/def2-TZVPD" gap_ev=8.800 homo_ev=-9.29 lumo_ev=-0.5 e_above_lowest_kcal_mol=157.40
O 1.25 0.40 -2.91 -0.728
H 1.09 0.36 -1.97 0.355
H 0.48 0.00 -3.31 0.250
O -1.15 -1.71 0.02 -0.680
H -1.39 -1.93 -0.88 0.289
H -1.88 -1.17 0.34 0.307
O -2.75 0.13 -0.18 -0.882
H -2.37 0.62 0.55 0.338
H -3.45 -0.38 0.21 0.257
O 1.15 -2.97 -0.96 -0.665
H 1.83 -3.38 -0.43 0.285
H 0.97 -2.14 -0.51 0.397
O -2.24 2.14 -1.77 -0.658
H -3.00 1.59 -1.97 0.282
H -1.84 1.73 -1.01 0.528
O 0.41 0.43 -0.18 -0.048
H 0.46 -0.37 0.36 0.411
H -0.40 0.85 0.09 -0.359
O 2.50 1.95 0.27 -0.552
H 2.75 2.86 0.46 0.281
H 1.57 2.00 0.05 0.271
O 0.53 -1.57 1.33 -0.918
H 0.69 -2.40 1.78 0.319
H -0.29 -1.71 0.85 0.441
O -2.07 1.46 1.30 -0.450
H -2.39 1.61 2.19 0.303
H -1.26 1.96 1.26 0.259
O 0.95 0.19 2.69 -0.711
H 1.81 -0.05 3.02 0.262
H 0.61 -0.62 2.29 0.385
O 2.61 -0.30 -0.87 -0.637
H 3.02 0.29 -1.50 0.323
H 1.79 0.14 -0.63 0.743

Entry 2:
33
Properties=species:S:1:pos:R:3:mulliken_charge:R:1 method="wB97M-V/def2-TZVPD" gap_ev=10.108 homo_ev=-10.62 lumo_ev=-0.5 smiles=O.O.O.O.O.O.O.O.O.O.O e_above_lowest_kcal_mol=48.34
O 0.18 2.78 -0.60 -0.762
H 1.04 3.18 -0.50 0.325
H 0.26 1.98 -0.07 0.541
O 1.25 -1.43 -1.84 -0.582
H 1.43 -2.00 -1.11 0.231
H 1.69 -1.79 -2.57 0.255
O 0.84 1.46 -2.87 -0.666
H 1.22 0.73 -2.37 0.239
H 0.60 2.15 -2.24 0.443
O -2.04 -0.78 0.65 -0.834
H -2.88 -1.22 0.96 0.321
H -1.53 -1.52 0.33 0.241
O 3.23 -1.17 0.58 -0.548
H 3.67 -1.37 1.40 0.269
H 3.30 -0.27 0.65 0.275
O -1.32 -2.11 -2.82 -0.642
H -1.98 -1.47 -2.54 0.349
H -0.58 -1.87 -2.25 0.349
O 1.14 -2.39 1.95 -0.595
H 1.95 -2.96 2.04 0.296
H 1.44 -1.49 2.07 0.292
O 0.52 2.47 2.55 -0.649
H 0.92 1.69 2.26 0.300
H 0.56 2.43 3.49 0.299
O -3.52 -0.37 -1.48 -0.715
H -3.18 0.25 -2.09 0.351
H -2.94 -0.36 -0.70 0.455
O 0.39 0.45 0.48 -0.414
H 0.68 0.06 -0.35 0.137
H -0.52 0.22 0.60 0.423
O -2.21 1.82 2.03 -0.617
H -2.26 0.87 2.03 0.281
H -1.33 2.03 2.34 0.351

Entry 3:
33
Properties=species:S:1:pos:R:3:mulliken_charge:R:1 method="wB97M-V/def2-TZVPD" gap_ev=8.524 homo_ev=-8.42 lumo_ev=0.1 e_above_lowest_kcal_mol=126.33
H 1.69 -0.24 0.72 0.365
H 0.19 -0.33 0.49 0.241
H 4.76 -0.93 0.14 0.303
H 3.33 -0.82 -0.38 0.336
H -2.34 2.85 2.32 0.300
H -2.38 1.44 2.89 0.240
H 5.00 1.60 -2.96 0.319
H 4.32 0.66 -1.98 0.270
H 1.12 -5.69 1.88 0.309
H 1.50 -4.31 2.37 0.314
H 0.06 0.17 -2.43 0.314
H -0.85 -0.93 -2.96 0.255
H -0.46 2.34 3.56 0.336
H -0.19 3.65 4.27 0.290
H -3.34 0.42 -1.98 0.315
H -4.39 -0.57 -2.44 0.291
H -2.82 -3.51 -0.20 0.311
H -2.88 -2.77 -1.52 0.306
H -0.39 1.65 0.36 0.297
H -1.86 1.98 0.18 0.291
H -0.01 2.02 -1.24 0.263
H 1.32 1.41 -0.84 0.347
O 1.04 -0.49 0.06 -0.611
O 3.84 -0.90 0.43 -0.633
O -2.29 1.92 2.06 -0.541
O 4.31 0.93 -2.90 -0.599
O 1.17 -4.77 1.59 -0.619
O -0.51 -0.55 -2.14 -0.523
O -0.91 3.11 3.92 -0.608
O -4.26 0.18 -1.85 -0.607
O -3.44 -3.15 -0.84 -0.613
O -1.27 1.43 0.70 -0.609
O 0.94 2.19 -1.27 -0.651